[1]
Computed, not measured: a structure of composition C2H3OPt at a distorted geometry, with the ωB97M-V functional and the def2-TZVPD basis.

charge: +1
spin multiplicity: 3

Last column: Löwdin spin population.
Atoms and positions in Å:
Pt (-1.573, -0.112, 0.120)  1.0368
O (-0.089, 0.713, 0.318)  0.2077
C (1.648, -0.800, -0.153)  0.2258
C (1.094, 0.407, 0.204)  0.2930
H (-0.323, -1.367, -0.299)  0.2169
H (2.234, -1.335, 0.608)  0.0097
H (2.299, -0.729, -1.032)  0.0101

[2]
Computed, not measured: a structure of composition C2H3ORh at a distorted geometry, with the ωB97M-V functional and the def2-TZVPD basis.

charge: +1
spin multiplicity: 6

Last column: Löwdin spin population.
Atoms and positions in Å:
Rh (1.652, 0.863, -0.542)  3.5863
O (-0.392, 0.818, -0.672)  0.4798
C (-1.012, -0.245, -0.258)  0.1993
C (-0.325, -1.298, 0.294)  0.6373
H (-1.936, -0.492, -0.816)  0.0264
H (0.153, -1.176, 1.272)  0.0408
H (-0.252, -2.227, -0.275)  0.0302

[3]
Computed, not measured: a structure of composition C2H3OTl at a distorted geometry, with the ωB97M-V functional and the def2-TZVPD basis.

charge: -1
spin multiplicity: 2

Last column: Löwdin spin population.
Atoms and positions in Å:
Tl (-0.975, -0.024, 2.046)  0.8871
O (0.094, -0.448, 0.095)  0.0856
C (0.668, -0.138, -0.995)  0.0197
C (0.396, 1.198, -1.551)  0.0034
H (0.699, 1.278, -2.605)  0.0001
H (1.475, 1.306, -0.899)  0.0025
H (-0.585, 1.645, -1.317)  0.0016

[4]
Computed, not measured: a cluster of 2 separate species, C2H3P in total at a distorted geometry, with the ωB97M-V functional and the def2-TZVPD basis.

Last column: Mulliken charge in e.
Atoms and positions in Å:
P (0.563, -0.008, -0.194)  0.0313
C (-0.863, 0.906, -0.185)  -0.4787
C (2.008, 0.509, -0.075)  -0.2522
H (2.846, -0.043, 0.342)  0.2681
H (-1.834, 0.883, 0.467)  0.2890
H (-0.181, 1.434, 0.989)  0.1425

For the records above, the corresponding electronic energy values read -271.95960; -263.24846; -325.61105; -419.08006 a.u..